(1)
{"formula": "C36H40BrMnN6O6S", "method": "wB97M-V/def2-TZVPD", "homo_lumo_gap_ha": [0.2323, 0.2485], "s2": 0.914, "charge": 1, "spin_multiplicity": 2, "homo_ev": [-10.8, -10.8], "elements": ["Mn", "N", "C", "C", "O", "N", "C", "C", "O", "O", "H", "H", "H", "H", "H", "H", "N", "C", "C", "C", "C", "C", "C", "N", "C", "C", "C", "C", "N", "C", "C", "H", "H", "H", "H", "H", "H", "H", "H", "H", "Br", "C", "C", "N", "C", "C", "C", "C", "O", "O", "H", "H", "H", "C", "C", "S", "O", "C", "C", "H", "H", "H", "H", "H", "H", "H", "H", "H", "H", "C", "C", "C", "C", "C", "C", "C", "C", "C", "C", "H", "H", "H", "H", "H", "H", "H", "H", "H", "H", "H", "H"], "xyz": [[0.358, 0.364, -0.720], [-0.031, 1.717, -2.316], [-1.217, 2.558, -1.992], [-1.625, 2.386, -0.547], [-2.534, 3.016, -0.066], [-0.876, 1.444, 0.108], [-1.293, 1.072, 1.473], [-0.531, -0.170, 1.850], [-0.750, -0.861, 2.804], [0.487, -0.394, 0.989], [0.765, 2.324, -2.442], [-0.167, 1.278, -3.215], [-2.071, 2.259, -2.595], [-1.023, 3.608, -2.180], [-2.360, 0.885, 1.526], [-1.065, 1.862, 2.191], [6.972, 2.690, -0.385], [7.992, 3.474, 0.110], [9.365, 3.503, -0.138], [10.088, 4.462, 0.538], [9.470, 5.365, 1.428], [8.117, 5.323, 1.674], [7.367, 4.350, 1.006], [6.012, 4.085, 1.063], [5.818, 3.105, 0.233], [4.505, 2.525, -0.029], [3.478, 2.708, 0.889], [2.252, 2.132, 0.664], [1.985, 1.407, -0.430], [2.956, 1.267, -1.349], [4.214, 1.800, -1.186], [7.080, 1.907, -1.002], [9.842, 2.816, -0.829], [11.157, 4.531, 0.376], [10.080, 6.112, 1.922], [7.639, 6.018, 2.356], [3.651, 3.298, 1.780], [1.444, 2.236, 1.376], [2.707, 0.713, -2.245], [4.940, 1.673, -1.979], [-5.697, -6.650, -0.251], [-4.181, -5.857, 0.539], [-3.581, -6.452, 1.637], [-2.519, -5.914, 2.243], [-2.015, -4.784, 1.750], [-2.544, -4.147, 0.632], [-3.659, -4.688, 0.021], [-1.820, -2.961, 0.055], [-2.271, -1.817, 0.152], [-0.695, -3.278, -0.538], [-3.962, -7.383, 2.042], [-1.169, -4.350, 2.279], [-4.118, -4.212, -0.838], [1.214, -5.295, -1.127], [2.065, -4.038, -0.984], [1.383, -2.704, 0.053], [1.252, -1.454, -1.287], [2.999, -1.986, 0.488], [3.302, -2.562, 1.873], [1.824, -6.068, -1.600], [0.328, -5.129, -1.729], [0.889, -5.661, -0.152], [2.339, -3.597, -1.946], [2.986, -4.282, -0.448], [2.885, -0.907, 0.537], [3.756, -2.239, -0.257], [2.534, -2.254, 2.586], [4.269, -2.205, 2.228], [3.334, -3.657, 1.864], [-1.761, -1.005, -3.500], [-0.283, -1.382, -3.353], [-0.121, -2.886, -3.645], [0.079, -1.072, -1.906], [0.628, -0.599, -4.314], [0.108, 0.247, -5.290], [0.948, 0.940, -6.159], [2.323, 0.801, -6.065], [2.857, -0.049, -5.103], [2.018, -0.740, -4.239], [-2.355, -1.565, -2.777], [-2.120, -1.249, -4.499], [-1.944, 0.058, -3.311], [-0.701, -3.479, -2.940], [0.927, -3.196, -3.593], [-0.480, -3.082, -4.659], [-0.819, -1.021, -1.216], [-0.966, 0.360, -5.403], [0.519, 1.584, -6.917], [2.975, 1.334, -6.747], [3.930, -0.186, -5.036], [2.452, -1.419, -3.512]]}

(2)
{"formula": "C37H29N5O3PSSe2W", "method": "wB97M-V/def2-TZVPD", "homo_lumo_gap_ha": 0.2501, "charge": 1, "homo_ev": -10.1, "elements": ["W", "C", "O", "C", "C", "C", "C", "C", "C", "N", "N", "C", "O", "C", "C", "C", "C", "C", "C", "C", "O", "H", "H", "H", "H", "H", "H", "H", "H", "H", "H", "H", "H", "Se", "P", "Se", "C", "C", "C", "C", "C", "C", "C", "C", "C", "C", "C", "C", "H", "H", "H", "H", "H", "H", "H", "H", "H", "H", "N", "C", "C", "C", "C", "C", "C", "N", "C", "C", "C", "S", "C", "N", "H", "H", "H", "H", "H", "H", "H"], "xyz": [[-0.080, -0.255, -0.422], [-0.852, -4.295, 0.804], [-2.259, -4.221, 0.561], [-2.924, -3.087, 0.898], [-4.227, -3.231, 1.368], [-4.979, -2.135, 1.753], [-4.424, -0.864, 1.703], [-3.135, -0.688, 1.206], [-2.526, 0.634, 1.312], [-1.326, 0.892, 0.947], [-0.920, 2.220, 1.128], [0.172, 2.445, 0.479], [0.788, 1.493, -0.207], [0.751, 3.799, 0.415], [1.736, 4.079, -0.526], [2.256, 5.361, -0.616], [1.799, 6.356, 0.235], [0.818, 6.074, 1.179], [0.290, 4.799, 1.269], [-2.416, -1.798, 0.740], [-1.203, -1.631, 0.166], [-0.639, -5.343, 1.001], [-0.580, -3.697, 1.675], [-0.280, -3.957, -0.062], [-4.626, -4.235, 1.433], [-5.985, -2.275, 2.124], [-4.982, -0.006, 2.052], [-3.105, 1.439, 1.755], [2.085, 3.297, -1.187], [3.016, 5.584, -1.353], [2.206, 7.356, 0.164], [0.466, 6.852, 1.842], [-0.478, 4.567, 1.994], [-1.304, 0.600, -2.291], [-0.265, -1.088, -3.625], [1.136, -1.784, -2.035], [-1.745, -2.161, -3.617], [-2.686, -1.965, -4.628], [-3.868, -2.684, -4.626], [-4.121, -3.607, -3.618], [-3.184, -3.812, -2.618], [-1.999, -3.089, -2.616], [0.373, -1.572, -5.250], [0.232, -0.732, -6.350], [0.614, -1.171, -7.610], [1.145, -2.441, -7.765], [1.302, -3.273, -6.661], [0.918, -2.845, -5.403], [-2.503, -1.251, -5.423], [-4.591, -2.528, -5.415], [-5.046, -4.167, -3.620], [-3.363, -4.537, -1.835], [-1.261, -3.267, -1.845], [-0.172, 0.266, -6.227], [0.500, -0.519, -8.466], [1.443, -2.787, -8.745], [1.721, -4.262, -6.783], [1.043, -3.499, -4.548], [3.050, -1.339, 2.662], [3.863, -0.797, 1.687], [5.244, -0.636, 1.636], [5.745, -0.019, 0.510], [4.892, 0.419, -0.517], [3.526, 0.256, -0.452], [3.000, -0.370, 0.680], [1.683, -0.668, 1.054], [1.763, -1.230, 2.246], [0.686, -1.684, 3.131], [0.870, -2.539, 4.184], [-0.609, -2.787, 4.985], [-1.370, -1.732, 3.871], [-0.588, -1.231, 2.965], [3.348, -1.712, 3.546], [5.887, -0.975, 2.436], [6.810, 0.136, 0.416], [5.322, 0.901, -1.384], [2.896, 0.604, -1.257], [1.761, -3.056, 4.498], [-2.428, -1.516, 3.929]]}

Which energy belongs to each record? In order, -171397.789, -205072.898 eV.